Entry from the OMol25 dataset: a molecular structure, C57H44ClN2O4PS6SbW in a non-equilibrium geometry (the ωB97M-V functional and the def2-TZVPD basis).

Cartesian coordinates (Å):
W 0.857 0.933 0.397
C -3.713 -3.121 -0.606
C -3.825 -2.203 0.590
C -5.055 -2.516 1.421
O -3.855 -0.866 0.121
C -2.842 -0.101 0.760
C -1.841 -1.207 1.145
O -2.686 -2.310 1.425
C -0.845 -0.974 2.302
O 0.169 -0.136 1.763
C -0.237 -2.338 2.672
C -0.401 -2.919 3.923
C 0.179 -4.150 4.212
C 0.935 -4.810 3.256
C 1.121 -4.225 2.011
C 0.540 -3.001 1.729
C -1.449 -0.311 3.536
C -0.684 0.580 4.277
C -1.223 1.225 5.382
C -2.529 0.968 5.773
C -3.275 0.026 5.079
C -2.739 -0.614 3.969
C -2.243 1.098 -0.086
O -0.851 0.820 -0.384
C -2.373 2.338 0.848
C -3.411 3.255 0.683
C -3.505 4.373 1.497
C -2.577 4.600 2.502
C -1.564 3.679 2.703
C -1.477 2.560 1.888
C -2.927 1.489 -1.417
C -2.322 2.558 -2.089
C -2.882 3.124 -3.221
C -4.082 2.629 -3.715
C -4.693 1.569 -3.068
C -4.133 1.005 -1.924
H -4.601 -3.019 -1.232
H -3.623 -4.155 -0.265
H -2.840 -2.853 -1.192
H -5.934 -2.564 0.777
H -5.208 -1.740 2.170
H -4.914 -3.478 1.915
H -3.263 0.338 1.662
H -1.237 -1.418 0.261
H -0.975 -2.419 4.690
H 0.045 -4.584 5.195
H 1.387 -5.768 3.483
H 1.723 -4.719 1.257
H 0.725 -2.537 0.773
H 0.343 0.775 3.991
H -0.616 1.935 5.931
H -2.956 1.491 6.620
H -4.282 -0.214 5.401
H -3.311 -1.369 3.449
H -4.144 3.121 -0.101
H -4.299 5.089 1.320
H -2.624 5.496 3.108
H -0.822 3.834 3.477
H -0.682 1.852 2.087
H -1.423 3.010 -1.682
H -2.392 3.984 -3.663
H -4.547 3.084 -4.581
H -5.638 1.183 -3.431
H -4.664 0.219 -1.426
S 2.097 2.007 2.421
C 3.752 1.485 2.228
C 4.786 2.242 2.773
C 6.109 1.835 2.656
C 7.172 2.645 3.188
N 8.034 3.285 3.601
C 6.410 0.628 2.010
C 5.377 -0.130 1.470
C 4.060 0.301 1.557
S 2.798 -0.676 0.850
C 7.762 0.161 1.859
N 8.823 -0.256 1.703
H 4.550 3.167 3.282
H 5.598 -1.065 0.968
Cl 4.664 0.637 -1.804
C 4.344 -1.035 -2.079
C 5.458 -1.857 -2.150
C 5.313 -3.222 -2.321
C 4.043 -3.756 -2.419
C 2.932 -2.929 -2.354
C 3.039 -1.546 -2.193
P 1.495 -0.517 -2.043
C 0.283 -1.653 -2.838
C -0.241 -2.711 -2.096
C -1.057 -3.662 -2.692
C -1.395 -3.545 -4.032
C -0.896 -2.486 -4.774
C -0.056 -1.549 -4.186
C 1.658 0.715 -3.374
C 2.694 0.761 -4.298
C 2.732 1.791 -5.230
C 1.727 2.745 -5.263
C 0.650 2.658 -4.389
C 0.631 1.655 -3.437
H 6.440 -1.411 -2.047
H 6.189 -3.857 -2.362
H 3.904 -4.823 -2.546
H 1.958 -3.382 -2.432
H 0.015 -2.818 -1.049
H -1.427 -4.496 -2.109
H -2.047 -4.276 -4.494
H -1.147 -2.390 -5.823
H 0.349 -0.746 -4.784
H 3.472 0.011 -4.291
H 3.559 1.846 -5.928
H 1.772 3.565 -5.970
H -0.140 3.396 -4.425
H -0.185 1.587 -2.730
S 1.215 6.991 0.190
Sb 1.389 5.536 -1.560
S 0.645 3.246 -0.065
S 2.395 2.388 -0.688
S -0.498 5.911 -2.825

Computed properties:
**LUMO level**: 0.27 eV
**Relative energy (zero: lowest compared OMol25 entry of this formula, charge and spin)**: 3.145 eV
**E_tot**: -6107.1237 a.u.
**Multiplicity**: 1
**Highest occupied orbital energy**: -4.24 eV
**Kohn-Sham gap**: 4.5 eV
**Total charge**: -1

Atomic partial charges in e from the Mulliken method, atoms 1 to 2: number 1, W, carries -0.969; number 2, C, carries -1.258